Entry 1:
Molecular formula: C6H8N
Method: DFT, the ωB97M-V functional and the def2-TZVPD basis

Summary:
HOMO (spin up / spin down) ... -0.4378 / -0.4464 hartree
HOMO-LUMO gap (spin up / spin down) ... 0.21453 / 0.24393 hartree
ΔE to the lowest compared entry with this formula, charge and spin ... 189.8 kcal/mol
Total charge ... +1
Energy ... -7827.460 eV

Last column: Löwdin charge in e.
Cartesian coordinates (Å):
C (-1.015, 1.151, -0.166)  -0.071
H (-2.053, -1.988, -0.453)  0.152
C (0.346, 1.483, -0.408)  -0.051
C (1.503, -0.754, 0.039)  0.070
H (-2.057, -1.510, 1.419)  0.125
H (-3.477, -1.116, 0.247)  0.143
H (0.610, 2.473, -0.269)  0.108
H (-1.561, 2.042, 0.062)  0.159
H (3.340, -0.025, -1.226)  0.120
N (1.222, 0.499, -0.269)  -0.019
C (2.698, 0.033, -0.358)  0.061
H (3.149, 0.404, 0.475)  0.074
H (1.281, -1.609, 0.502)  0.088
C (-1.649, 0.072, 0.049)  0.096
C (-2.336, -1.155, 0.356)  -0.053

Forces on the atoms, in the same order (eV/Å):
0.82 0.85 0.09
-0.50 1.66 1.64
-0.98 -1.80 0.10
1.46 5.15 -3.11
-0.65 0.47 -1.64
1.50 0.38 0.19
0.98 1.64 -0.30
-0.91 0.68 0.06
-0.74 -0.08 -0.68
2.00 -3.02 0.32
-2.19 -0.38 -0.16
1.80 1.20 2.04
-1.66 -2.91 1.58
-1.15 -1.93 0.15
0.22 -1.93 -0.29

Entry 2:
Molecular formula: C6H8N
Method: DFT, the ωB97M-V functional and the def2-TZVPD basis

Summary:
HOMO (spin up / spin down) ... -0.5828 / -0.5827 hartree
HOMO-LUMO gap (spin up / spin down) ... 0.30039 / 0.30036 hartree
ΔE to the lowest compared entry with this formula, charge and spin ... 113.5 kcal/mol
Total charge ... +1
Energy ... -7830.765 eV

Last column: Löwdin charge in e.
Cartesian coordinates (Å):
N (-4.389, 0.610, 0.034)  0.226
H (-0.992, 0.816, 0.047)  0.106
C (1.823, 1.179, -0.011)  -0.101
H (1.630, 1.487, -1.113)  0.128
H (2.276, -0.932, 0.701)  0.151
H (1.131, 1.819, 0.577)  0.089
C (0.300, -0.940, 0.007)  0.144
C (-0.942, -0.208, -0.105)  -0.032
H (2.823, 1.527, 0.273)  0.094
C (-3.391, 0.074, -0.089)  -0.134
H (-2.497, -1.801, 0.241)  0.144
H (2.385, -0.559, -0.798)  0.201
H (0.359, -1.968, 0.184)  0.123
C (-2.152, -0.795, -0.002)  0.074
C (1.637, -0.309, 0.054)  -0.214

Forces on the atoms, in the same order (eV/Å):
-1.11 0.76 -0.08
0.60 2.03 -0.69
-1.05 2.21 -1.20
0.48 -0.28 1.80
-0.36 0.33 0.87
0.24 -0.72 -0.09
0.72 2.95 -0.24
1.41 -2.53 1.00
-0.15 -0.46 -0.22
3.16 -2.10 0.45
0.88 -0.23 -0.47
-1.67 -0.71 0.28
-0.58 -1.71 -0.15
-3.22 1.14 -0.03
0.64 -0.68 -1.21

Entry 3:
Molecular formula: C6H8N
Method: DFT, the ωB97M-V functional and the def2-TZVPD basis

Summary:
HOMO (spin up / spin down) ... -0.5474 / -0.5474 hartree
HOMO-LUMO gap (spin up / spin down) ... 0.30133 / 0.30131 hartree
ΔE to the lowest compared entry with this formula, charge and spin ... 155.3 kcal/mol
SMILES ... CC=C=C=[N+]=CC
Total charge ... +1
Energy ... -7828.953 eV

Last column: Löwdin charge in e.
Cartesian coordinates (Å):
H (3.445, 1.299, 0.733)  0.142
H (-3.304, 0.672, -0.752)  0.129
C (2.426, 0.882, 0.700)  -0.205
H (-1.662, -1.733, -1.670)  0.105
C (0.132, 0.737, -0.363)  0.226
H (-3.472, -1.737, -1.272)  0.134
H (1.672, -0.682, 1.930)  0.085
C (2.410, 0.120, 1.990)  -0.035
H (3.412, -0.294, 2.106)  0.087
N (1.594, 1.245, -0.161)  0.135
C (-1.136, 0.451, -0.666)  0.023
C (-2.391, 0.205, -0.973)  -0.041
H (2.293, 0.890, 2.808)  0.128
C (-2.581, -1.084, -1.619)  -0.082
H (-2.840, -0.973, -2.791)  0.169

Forces on the atoms, in the same order (eV/Å):
-0.52 0.65 -1.49
-0.63 1.59 0.57
1.51 0.12 2.40
-0.88 0.77 0.35
-0.37 0.11 0.43
1.32 1.40 -0.18
-0.15 0.18 0.71
-0.69 0.04 -0.42
-0.12 -0.14 0.11
-6.15 -1.77 -2.26
7.39 3.34 1.93
0.18 -2.62 -0.67
-0.26 -0.96 -0.72
-1.01 -2.99 -3.16
0.37 0.27 2.41

Entry 4:
Molecular formula: C6H8N
Method: DFT, the ωB97M-V functional and the def2-TZVPD basis

Summary:
HOMO ... -0.5535 hartree
HOMO-LUMO gap ... 0.34103 hartree
ΔE to the lowest compared entry with this formula, charge and spin ... 204.7 kcal/mol
Total charge ... +1
Energy ... -7826.810 eV

Last column: Löwdin charge in e.
Cartesian coordinates (Å):
H (1.873, -1.634, -1.287)  0.190
H (2.187, 0.768, 1.622)  0.138
C (0.932, -1.291, -0.674)  0.011
H (-2.244, 1.589, 0.603)  0.138
H (-1.309, 0.652, -0.574)  0.025
N (0.843, -0.156, -0.036)  -0.008
C (-1.457, -1.305, -0.760)  0.334
H (-0.857, -0.390, 1.362)  0.154
C (-0.332, -2.047, -1.013)  -0.100
C (-0.266, 0.453, 0.927)  -0.156
C (-1.163, 1.429, 0.236)  -0.059
C (1.300, 0.827, 0.980)  0.058
H (-0.298, -2.901, -1.585)  0.082
H (-0.738, 2.344, -0.226)  0.107
H (1.529, 1.661, 0.424)  0.087

Forces on the atoms, in the same order (eV/Å):
-1.46 0.77 1.86
-0.75 -1.41 0.45
-0.08 0.68 -1.54
2.07 -0.32 0.02
-0.94 1.66 -0.35
-0.68 -1.35 1.49
2.10 -2.73 -0.89
1.24 0.69 0.58
-1.29 4.80 2.06
3.17 0.32 -0.35
-1.53 -0.87 -1.73
-1.43 -2.00 -0.11
0.00 -2.04 -1.10
-0.07 -0.69 0.68
-0.34 2.49 -1.07

What is the ΔE to the lowest compared entry with this formula, charge and spin in the fourth record? 204.7 kcal/mol

Look up the energy of the fourth one. -7826.810 eV